1.
{"formula": "C3H16NO4", "method": "ωB97M-V/def2-TZVPD", "species": ["C", "C", "C", "N", "H", "H", "H", "H", "H", "H", "H", "H", "H", "H", "O", "H", "H", "O", "H", "H", "O", "H", "H", "O"], "positions_angstrom": [[-2.903624, -1.234390, -0.016000], [-1.703303, -1.714552, 0.793651], [0.451150, -2.481525, 0.103844], [-0.412568, -1.555333, 0.106419], [-3.006722, -0.161564, -0.100142], [-2.839186, -1.586951, -1.048866], [-3.794592, -1.680248, 0.416205], [-1.604055, -1.098215, 1.684705], [-1.877669, -2.746920, 1.077104], [1.345758, -2.530112, -0.503903], [0.245792, -3.391435, 0.663576], [-0.172610, -0.624854, -0.270614], [4.544186, 4.852658, 3.014052], [3.514907, 6.006971, 2.847547], [3.693280, 5.089422, 2.623001], [1.786817, -0.279211, -1.616807], [2.323862, -1.093949, -2.830932], [1.799086, -1.154862, -2.027652], [-1.473808, 0.791074, -2.234828], [-1.828256, 1.971537, -1.259697], [-1.445119, 1.090697, -1.320641], [0.680840, 1.594035, -0.545906], [1.583920, 1.127630, 0.606482], [1.091914, 0.810095, -0.160598]], "forces_ev_per_angstrom": [[0.1656, -0.3461, -0.6530], [-0.5003, 1.0734, 0.3552], [-0.0456, -1.2686, -0.1472], [0.1121, -0.4591, 0.0976], [0.0665, 0.0921, 0.3782], [-0.0086, -0.2100, 0.0753], [-0.0981, 0.1149, 0.0838], [-0.1787, -0.1245, 0.2812], [0.5055, -0.1376, -0.0194], [0.1432, 0.9962, 0.1098], [-0.3464, 0.1072, -0.0377], [-0.1049, -0.1630, -0.2042], [-0.2236, 0.2971, -0.0292], [0.2018, -0.0230, 0.0992], [0.0069, -0.3028, -0.0836], [0.2113, 0.0336, -0.0428], [0.0171, 0.0633, 0.0136], [-0.0946, -0.0393, -0.1108], [-0.1889, 0.3487, -0.1102], [-0.1242, -0.0477, -0.3411], [0.3915, -0.1016, 0.2267], [-0.1545, -0.0895, -0.0150], [0.0973, -0.0479, -0.0526], [0.1498, 0.2340, 0.1261]], "total_charge": 1, "de_lowest_kj_mol": 90.93, "gap_ev": 9.644, "total_energy_ev": -13044.1944, "largest_force_ha_per_bohr": 0.025, "homo_ev": -13.5, "mol_weight_da": 130.2, "spin_multiplicity": 1}

---

2.
{"formula": "C3H16NO4", "method": "ωB97M-V/def2-TZVPD", "species": ["O", "C", "C", "N", "C", "H", "H", "H", "H", "H", "H", "H", "H", "H", "H", "H", "H", "O", "H", "H", "O", "H", "H", "O"], "positions_angstrom": [[-0.715510, -0.255613, 0.061680], [-4.737989, 0.365176, -1.143494], [-4.010492, -0.393027, -0.297965], [1.412465, -0.552845, -0.750745], [2.377420, -0.893389, -1.731153], [-0.332932, 0.067603, 0.888528], [-5.811150, 0.335494, -1.041938], [-4.322652, 1.160470, -1.745712], [-2.938643, -0.364039, -0.465713], [-4.413706, -1.199036, 0.300996], [1.317394, 0.508107, -0.690606], [1.518960, -0.962880, 0.187210], [3.385188, -0.602998, -1.402973], [2.362408, -1.944696, -2.011333], [2.129778, -0.306847, -2.618742], [1.225150, -0.437525, 2.121833], [2.294566, -1.468423, 2.634676], [1.694247, -1.241278, 1.916500], [2.232396, 2.927081, -0.089550], [1.730562, 1.854852, 0.869683], [2.383854, 2.008615, 0.177735], [-0.278893, -1.112415, -0.157126], [0.924301, 1.464667, 2.894348], [0.573280, 1.042940, 2.093851]], "forces_ev_per_angstrom": [[0.2091, -0.7507, -1.3145], [-0.2689, 0.0660, 1.6385], [0.4382, 0.0025, -1.7382], [1.5876, 3.0071, 0.9298], [-1.4052, -0.4908, -1.7296], [0.2059, 0.5264, 0.9732], [-0.2652, -0.0932, -0.4379], [0.1737, -0.1909, -0.1397], [0.0349, -0.1335, 0.4478], [-0.1375, 0.3245, 0.2276], [0.0730, -1.2624, 0.1502], [0.2870, -0.5143, 0.6336], [0.0897, 0.1263, 0.4244], [0.1821, -0.1630, 0.3446], [0.4035, 0.0312, -0.0819], [-0.5797, 1.5138, 0.8615], [-0.0507, -0.0195, -0.1162], [0.7958, -1.7391, -0.9213], [0.1999, -0.1303, -0.0502], [-0.4582, -0.1342, 0.6858], [-0.0734, 0.0181, -0.7325], [-1.1697, 0.0779, 0.5453], [-0.2304, -0.0630, -0.0159], [-0.0414, -0.0086, -0.5845]], "total_charge": 1, "de_lowest_kj_mol": 926.85, "gap_ev": 2.785, "total_energy_ev": -13035.5307, "largest_force_ha_per_bohr": 0.069, "homo_ev": -12.9, "mol_weight_da": 130.2, "spin_multiplicity": 1}

---

3.
{"formula": "C3H16NO4", "method": "ωB97M-V/def2-TZVPD", "species": ["C", "C", "C", "O", "N", "H", "H", "H", "H", "H", "H", "H", "H", "H", "H", "H", "H", "O", "H", "H", "O", "H", "H", "O"], "positions_angstrom": [[-2.143204, 0.696654, 0.255027], [-0.768802, 0.338422, 0.957726], [-0.355512, -1.120005, 1.243969], [0.191868, 1.032519, 0.147037], [-1.929581, 0.553842, -1.234212], [-2.929852, 0.003661, 0.686952], [-2.738023, 1.588457, 0.582363], [-0.602856, 0.913787, 2.007992], [-1.200354, -1.677122, 1.646096], [0.569480, -1.092952, 1.976746], [-0.031752, -1.669054, 0.371905], [1.062325, 0.571257, 0.196699], [-1.999398, 1.422873, -1.729832], [-2.567976, -0.005967, -1.744732], [-0.963671, 0.168794, -1.500770], [-0.065134, -1.410046, -2.437844], [1.095198, -0.349536, -1.859116], [0.253184, -0.547048, -2.418511], [3.306579, -0.513980, -1.372438], [2.320984, -1.257350, -0.402672], [2.422620, -0.388828, -0.919572], [3.067125, 0.929761, 1.734144], [1.743601, 1.329132, 2.032567], [2.263148, 0.482727, 1.780476]], "forces_ev_per_angstrom": [[-1.0396, -1.7293, 2.0935], [1.2976, 2.7463, 1.9705], [0.9174, 0.5897, 1.0796], [0.3132, -0.7820, -0.5226], [0.4804, 0.3247, 0.6187], [1.0032, -0.2178, -1.2471], [1.6841, 0.1922, -0.8714], [-1.5356, -1.3883, -2.0286], [0.1733, -0.0058, 0.4018], [-2.1352, -0.1630, -1.3583], [0.0471, -0.0156, -0.5996], [-0.6317, 0.6010, 0.1854], [0.2675, 1.0120, 0.0427], [-1.2001, -1.1112, -0.0351], [-0.0511, 0.2404, 0.1601], [0.0257, -2.5612, 0.1033], [-1.2846, -1.2190, -1.0167], [0.9820, 3.5038, 0.6895], [-1.3843, 0.3883, 0.5922], [0.2750, 1.8356, -0.9037], [1.4782, -2.3469, 0.2682], [2.9861, 0.5068, -0.3472], [0.4779, -2.2309, -0.4186], [-3.1464, 1.8303, 1.1435]], "total_charge": 1, "de_lowest_kj_mol": 178.28, "gap_ev": 10.828, "total_energy_ev": -13043.2890, "largest_force_ha_per_bohr": 0.074, "homo_ev": -13.8, "mol_weight_da": 130.2, "spin_multiplicity": 1}

---

4.
{"formula": "C3H16NO4", "method": "ωB97M-V/def2-TZVPD", "species": ["C", "C", "C", "N", "H", "H", "H", "H", "H", "H", "H", "H", "H", "H", "O", "H", "H", "O", "H", "H", "O", "H", "H", "O"], "positions_angstrom": [[-1.428981, 4.165803, 1.039380], [-0.122401, 3.431467, 1.117084], [0.230170, 1.145017, 1.866511], [-0.426816, 1.957431, 1.073281], [-2.030592, 3.833194, 0.203802], [-2.129749, 4.177578, 1.771511], [-1.275474, 5.259576, 0.812613], [0.393289, 3.689144, 0.208998], [0.493759, 3.765110, 1.887460], [0.226667, 0.026577, 1.781972], [1.014640, 1.372350, 2.632272], [-1.192481, 1.603001, 0.403184], [2.281519, -3.836338, -3.174237], [2.508170, -5.165264, -2.758297], [2.134846, -4.354264, -2.402191], [-3.164025, -3.506894, -0.823535], [-2.628623, -2.518544, -1.796595], [-2.400424, -2.959917, -0.973867], [0.485186, -0.118022, -0.649439], [-1.022993, -0.559195, -0.805895], [-0.463087, 0.146169, -0.456449], [3.108075, -1.592215, -0.065660], [1.841254, -2.468099, -0.366240], [2.229460, -1.596701, -0.031584]], "forces_ev_per_angstrom": [[0.8222, 2.2293, -2.8333], [-2.3931, -0.3696, -1.6086], [0.0053, -0.7199, -0.9685], [1.5794, -0.3243, 2.7297], [0.1494, -0.2857, -0.6943], [-1.3958, -0.4633, 3.1480], [0.2134, -1.0771, 0.2123], [0.3805, -0.3371, -0.5668], [0.9406, -0.2751, 1.7677], [-1.0592, 1.2500, -0.2228], [-0.9471, 1.1265, -0.9099], [1.9912, 0.5781, 1.2984], [0.0057, 1.9264, -1.4787], [0.2444, -1.5161, 0.4280], [-0.2260, -0.4511, 0.9756], [-0.9130, -0.9182, 0.5621], [-0.0291, 0.3433, -0.6461], [0.8913, 0.5012, -0.0317], [-1.5557, 0.3306, 0.2139], [0.2734, 0.0332, -0.0614], [1.1192, -1.5758, -1.3040], [5.9666, -0.3356, -0.3606], [1.2837, 1.6513, 0.7716], [-7.3472, -1.3209, -0.4207]], "total_charge": 2, "de_lowest_kj_mol": 337.92, "gap_ev": [11.457, 2.875], "total_energy_ev": -13027.9529, "largest_force_ha_per_bohr": 0.145, "homo_ev": [-18.1, -17.9], "mol_weight_da": 130.2, "spin_multiplicity": 2}